1.
{"formula": "C40H35ILuN5O6PS", "method": "wB97M-V/def2-TZVPD", "relative_energy_kcal_mol": 0.0, "total_charge": -1, "homo_energy_ev": -4.8, "largest_force_ha_per_bohr": 0.0274, "total_energy_ev": -123637.6813, "orbital_gap_ev": 6.72, "elements": ["Lu", "O", "C", "O", "C", "C", "C", "C", "C", "O", "C", "C", "O", "O", "H", "H", "H", "H", "H", "H", "H", "H", "C", "C", "C", "C", "C", "C", "P", "C", "C", "C", "C", "C", "C", "C", "C", "C", "C", "C", "C", "C", "C", "C", "C", "H", "H", "H", "H", "H", "H", "H", "H", "H", "H", "H", "H", "H", "H", "H", "H", "I", "C", "C", "C", "C", "N", "C", "H", "H", "H", "H", "S", "C", "N", "C", "N", "C", "C", "O", "N", "C", "N", "H", "H", "H", "H", "H", "H", "H"], "xyz": [[-0.243, 0.151, 1.043], [-1.953, 3.010, -1.970], [-1.912, 1.948, -1.347], [-0.869, 1.492, -0.751], [-3.120, 1.032, -1.297], [-2.694, -0.428, -1.513], [-3.905, -1.295, -1.844], [-4.619, -1.366, -0.465], [-3.667, -0.553, 0.418], [-2.372, -0.875, -0.167], [-3.803, 0.942, 0.122], [-3.122, 1.790, 1.192], [-3.576, 2.898, 1.451], [-2.103, 1.233, 1.759], [-3.814, 1.369, -2.060], [-1.841, -0.562, -2.164], [-3.582, -2.280, -2.181], [-4.518, -0.847, -2.627], [-4.700, -2.392, -0.107], [-5.617, -0.926, -0.476], [-3.675, -0.810, 1.467], [-4.843, 1.253, 0.080], [-0.454, -2.902, -5.385], [-0.858, -3.276, -4.108], [-0.437, -2.542, -3.008], [0.405, -1.435, -3.158], [0.801, -1.068, -4.440], [0.375, -1.800, -5.546], [0.932, -0.613, -1.595], [1.870, 0.851, -2.189], [3.165, 1.136, -1.770], [3.782, 2.329, -2.142], [3.119, 3.233, -2.956], [1.826, 2.953, -3.390], [1.202, 1.780, -2.994], [2.222, -1.802, -1.061], [3.190, -2.228, -1.936], [4.155, -3.180, -1.551], [4.114, -3.698, -0.290], [3.129, -3.286, 0.639], [3.132, -3.820, 1.954], [2.221, -3.375, 2.858], [1.264, -2.401, 2.477], [1.156, -1.853, 1.220], [2.149, -2.313, 0.274], [-0.784, -3.467, -6.250], [-1.504, -4.136, -3.970], [-0.752, -2.835, -2.009], [1.448, -0.213, -4.581], [0.695, -1.503, -6.538], [3.684, 0.450, -1.117], [4.772, 2.555, -1.764], [3.597, 4.165, -3.236], [1.287, 3.661, -4.010], [0.178, 1.601, -3.300], [3.219, -1.826, -2.944], [4.919, -3.494, -2.256], [4.847, -4.434, 0.029], [3.881, -4.559, 2.221], [2.234, -3.747, 3.877], [0.609, -2.049, 3.267], [-3.606, -0.080, 6.516], [-2.839, -1.244, 4.967], [-2.969, -2.621, 4.990], [-2.438, -3.343, 3.934], [-1.801, -2.660, 2.916], [-1.684, -1.333, 2.892], [-2.193, -0.623, 3.906], [-3.469, -3.120, 5.810], [-2.508, -4.423, 3.906], [-1.358, -3.187, 2.078], [-2.079, 0.450, 3.850], [3.109, 0.645, 1.648], [3.461, 2.272, 1.710], [3.709, 3.417, 1.762], [1.422, 5.650, 2.307], [0.744, 4.366, 2.323], [0.829, 3.483, 3.483], [0.494, 2.153, 2.849], [0.282, 1.066, 3.390], [0.405, 2.306, 1.519], [0.547, 3.599, 1.232], [0.478, 4.035, -0.012], [1.051, 6.266, 3.125], [1.212, 6.174, 1.376], [2.501, 5.509, 2.391], [0.110, 3.750, 4.258], [1.842, 3.453, 3.891], [0.088, 3.381, -0.690], [0.415, 5.015, -0.210]]}


2.
{"formula": "C40H36AlN5OSSeTe", "method": "wB97M-V/def2-TZVPD", "total_charge": 1, "s_squared": 0.760, "homo_energy_ev": [-8.8, -10.4], "largest_force_ha_per_bohr": 0.0196, "total_energy_ev": -141631.0320, "multiplicity": 2, "orbital_gap_ev": [6.19, 7.07], "elements": ["Al", "N", "C", "C", "C", "C", "C", "C", "S", "N", "C", "C", "C", "C", "C", "C", "N", "H", "H", "H", "H", "H", "H", "H", "H", "H", "Se", "C", "C", "C", "N", "C", "C", "H", "H", "H", "H", "C", "C", "C", "C", "C", "C", "Te", "N", "C", "O", "C", "C", "C", "C", "C", "C", "C", "C", "C", "C", "C", "C", "C", "C", "C", "C", "H", "H", "H", "H", "H", "H", "H", "H", "H", "H", "H", "H", "H", "H", "H", "H", "H", "H", "H", "H", "H", "H", "H"], "xyz": [[-0.025, 1.576, 1.039], [3.578, 3.163, 0.062], [4.579, 2.223, 0.341], [5.858, 2.628, 0.703], [6.839, 1.682, 0.956], [6.546, 0.328, 0.871], [5.266, -0.082, 0.530], [4.294, 0.865, 0.253], [2.716, 0.396, -0.370], [1.748, 1.661, 0.281], [2.245, 2.915, 0.208], [1.286, 3.933, 0.330], [1.543, 5.319, 0.383], [0.508, 6.199, 0.498], [-0.814, 5.702, 0.544], [-1.014, 4.353, 0.517], [-0.008, 3.451, 0.437], [3.863, 4.128, 0.076], [6.086, 3.686, 0.774], [7.833, 2.009, 1.226], [7.314, -0.410, 1.055], [5.022, -1.134, 0.446], [2.561, 5.684, 0.347], [0.694, 7.262, 0.563], [-1.657, 6.372, 0.614], [-2.009, 3.937, 0.568], [-1.785, 1.781, 2.662], [-3.391, 1.865, 1.574], [-3.892, 0.739, 0.938], [-5.034, 0.864, 0.158], [-5.684, 2.010, -0.005], [-5.240, 3.069, 0.664], [-4.110, 3.048, 1.473], [-3.453, -0.231, 1.109], [-5.453, 0.000, -0.350], [-5.814, 3.981, 0.543], [-3.799, 3.932, 2.015], [-5.563, -5.056, -1.080], [-4.503, -3.997, -0.990], [-4.167, -3.219, -2.089], [-3.192, -2.235, -2.015], [-2.930, -1.377, -3.228], [-2.507, -2.067, -0.796], [-1.102, -0.481, -0.889], [-0.074, -0.302, 0.819], [0.657, -1.429, 1.121], [0.494, -2.463, 0.483], [1.598, -1.350, 2.268], [2.533, -2.370, 2.418], [3.475, -2.307, 3.430], [3.498, -1.221, 4.294], [2.564, -0.203, 4.155], [1.611, -0.276, 3.156], [0.231, -1.390, -2.283], [0.333, -2.775, -2.340], [1.264, -3.354, -3.180], [2.078, -2.552, -3.969], [1.918, -1.178, -3.958], [0.988, -0.562, -3.122], [0.788, 0.930, -3.213], [-2.864, -2.793, 0.346], [-2.250, -2.582, 1.702], [-3.858, -3.754, 0.215], [-6.003, -5.094, -2.073], [-6.354, -4.864, -0.354], [-5.138, -6.033, -0.849], [-4.685, -3.371, -3.029], [-3.714, -1.523, -3.968], [-1.978, -1.628, -3.699], [-2.923, -0.313, -2.971], [2.512, -3.196, 1.719], [4.190, -3.110, 3.552], [4.233, -1.168, 5.086], [2.575, 0.638, 4.836], [0.854, 0.499, 3.086], [-0.297, -3.397, -1.720], [1.363, -4.431, -3.207], [2.833, -3.002, -4.599], [2.523, -0.559, -4.608], [1.708, 1.430, -3.510], [0.468, 1.363, -2.267], [0.026, 1.150, -3.965], [-1.878, -1.569, 1.839], [-1.411, -3.266, 1.840], [-2.984, -2.780, 2.481], [-4.141, -4.320, 1.096]]}


3.
{"formula": "C40H36AuClN3O2P2Se", "method": "wB97M-V/def2-TZVPD", "total_charge": 1, "homo_energy_ev": -9.6, "largest_force_ha_per_bohr": 0.0431, "total_energy_ev": -150764.7270, "orbital_gap_ev": 5.52, "elements": ["Au", "C", "P", "C", "C", "C", "C", "C", "C", "C", "C", "C", "C", "C", "C", "C", "C", "C", "C", "C", "P", "C", "C", "C", "C", "C", "C", "C", "C", "C", "C", "C", "C", "N", "H", "H", "H", "H", "H", "H", "H", "H", "H", "H", "H", "H", "H", "H", "H", "H", "H", "H", "H", "H", "H", "H", "H", "H", "H", "H", "Cl", "C", "C", "O", "O", "H", "H", "C", "N", "C", "Se", "N", "C", "C", "C", "C", "C", "C", "H", "H", "H", "H", "H", "H", "H", "H"], "xyz": [[-0.683, 0.090, 0.032], [-0.552, -2.501, 1.969], [-1.285, -2.208, 0.329], [-0.603, -3.326, -0.899], [-1.318, -3.571, -2.072], [-0.720, -4.255, -3.121], [0.600, -4.677, -3.016], [1.322, -4.421, -1.858], [0.727, -3.739, -0.802], [-3.038, -2.536, 0.568], [-3.570, -3.812, 0.379], [-4.904, -4.051, 0.685], [-5.702, -3.025, 1.179], [-5.174, -1.754, 1.368], [-3.842, -1.506, 1.059], [-0.788, -1.224, 2.725], [-1.146, -0.918, 3.995], [-1.176, 0.534, 4.105], [-0.846, 1.041, 2.893], [-0.684, 2.420, 2.329], [-1.300, 2.339, 0.623], [-3.111, 2.356, 0.732], [-3.786, 2.208, 1.940], [-5.177, 2.149, 1.957], [-5.894, 2.229, 0.772], [-5.223, 2.371, -0.441], [-3.838, 2.429, -0.461], [-0.817, 3.812, -0.265], [-1.142, 5.075, 0.228], [-0.777, 6.207, -0.480], [-0.096, 6.080, -1.688], [0.221, 4.826, -2.187], [-0.138, 3.685, -1.474], [-0.586, -0.025, 2.042], [-1.013, -3.359, 2.443], [0.515, -2.691, 1.846], [-2.341, -3.226, -2.170], [-1.281, -4.447, -4.027], [1.068, -5.200, -3.843], [2.351, -4.750, -1.774], [1.304, -3.531, 0.093], [-2.950, -4.615, 0.000], [-5.320, -5.041, 0.538], [-6.743, -3.218, 1.416], [-5.796, -0.953, 1.750], [-3.433, -0.510, 1.200], [-1.339, -1.630, 4.788], [-1.393, 1.110, 4.999], [-1.199, 3.182, 2.907], [0.369, 2.698, 2.258], [-3.240, 2.123, 2.871], [-5.697, 2.044, 2.903], [-6.977, 2.182, 0.789], [-5.780, 2.433, -1.369], [-3.319, 2.535, -1.408], [-1.688, 5.175, 1.162], [-1.030, 7.188, -0.099], [0.187, 6.969, -2.240], [0.743, 4.733, -3.130], [0.101, 2.699, -1.858], [-0.706, -0.740, -4.827], [0.855, -0.335, -4.071], [0.861, -0.165, -2.564], [1.977, -0.191, -2.024], [-0.293, 0.043, -2.028], [1.196, 0.598, -4.509], [1.560, -1.116, -4.321], [5.359, -0.043, 2.618], [5.142, -0.106, 1.169], [3.955, -0.185, 0.547], [2.238, -0.174, 1.341], [4.183, -0.240, -0.769], [5.560, -0.199, -1.026], [6.285, -0.215, -2.207], [7.662, -0.139, -2.091], [8.288, -0.048, -0.838], [7.552, -0.031, 0.337], [6.174, -0.111, 0.205], [4.397, -0.053, 3.119], [5.888, 0.874, 2.872], [5.942, -0.904, 2.938], [3.402, -0.345, -1.417], [5.799, -0.283, -3.174], [8.270, -0.147, -2.988], [9.367, 0.014, -0.789], [8.033, 0.042, 1.306]]}


4.
{"formula": "C40H36ClN3Si2Tl", "method": "wB97M-V/def2-TZVPD", "relative_energy_kcal_mol": 5.2, "total_charge": 1, "homo_energy_ev": [-10.4, -10.6], "largest_force_ha_per_bohr": 0.0693, "total_energy_ev": -79495.3932, "orbital_gap_ev": [6.19, 5.53], "elements": ["C", "C", "C", "H", "C", "C", "H", "H", "H", "H", "Tl", "Si", "C", "C", "H", "C", "H", "C", "H", "C", "H", "C", "H", "C", "C", "H", "C", "H", "C", "H", "C", "H", "C", "H", "H", "Si", "C", "C", "H", "C", "H", "C", "H", "C", "H", "C", "H", "C", "C", "H", "C", "H", "C", "H", "C", "H", "C", "H", "H", "Cl", "C", "C", "C", "C", "C", "C", "N", "N", "C", "C", "C", "C", "C", "N", "H", "H", "H", "H", "H", "H", "H", "H", "H"], "xyz": [[-0.699, -0.309, 4.140], [-1.880, 0.017, 3.411], [-2.032, -0.952, 2.377], [-2.539, 0.856, 3.610], [-0.912, -1.824, 2.426], [-0.102, -1.437, 3.517], [0.804, -1.946, 3.847], [-0.340, 0.206, 5.025], [-2.867, -1.017, 1.682], [-0.721, -2.666, 1.757], [2.372, -0.677, 0.440], [-2.340, 0.521, -0.810], [-2.946, 2.133, -1.472], [-1.938, 3.074, -1.742], [-0.922, 2.736, -1.980], [-2.241, 4.439, -1.685], [-1.451, 5.165, -1.871], [-3.550, 4.871, -1.418], [-3.775, 5.943, -1.354], [-4.574, 3.923, -1.294], [-5.602, 4.263, -1.164], [-4.287, 2.552, -1.363], [-5.082, 1.805, -1.329], [-2.347, -1.087, -1.745], [-3.285, -1.478, -2.719], [-3.950, -0.736, -3.174], [-3.428, -2.835, -3.038], [-4.191, -3.144, -3.759], [-2.623, -3.811, -2.434], [-2.771, -4.876, -2.652], [-1.603, -3.401, -1.568], [-0.921, -4.141, -1.137], [-1.443, -2.053, -1.256], [-0.646, -1.761, -0.560], [-0.941, 0.785, -0.395], [2.380, -0.200, -1.961], [1.867, -1.735, -2.902], [1.608, -1.691, -4.282], [1.659, -0.743, -4.824], [1.303, -2.859, -4.992], [1.093, -2.797, -6.061], [1.295, -4.098, -4.345], [1.086, -5.013, -4.904], [1.556, -4.149, -2.970], [1.535, -5.110, -2.454], [1.858, -2.986, -2.257], [2.096, -3.063, -1.189], [1.681, 1.266, -2.882], [0.458, 1.142, -3.575], [-0.263, 0.376, -3.265], [0.192, 1.934, -4.700], [-0.747, 1.797, -5.251], [1.124, 2.894, -5.121], [0.968, 3.434, -6.063], [2.239, 3.160, -4.310], [2.930, 3.965, -4.585], [2.477, 2.401, -3.156], [3.330, 2.652, -2.517], [-3.182, 0.361, 0.290], [4.452, -0.008, -2.197], [1.805, -2.657, 7.056], [1.693, -1.267, 7.199], [2.282, -0.424, 6.260], [2.846, -0.978, 5.096], [3.073, -2.374, 5.009], [2.545, -3.202, 5.993], [3.040, -0.202, 3.946], [2.866, 1.062, 4.169], [2.096, 1.782, 3.246], [1.057, 2.580, 3.758], [0.155, 3.124, 2.855], [0.413, 2.989, 1.484], [1.586, 2.354, 1.084], [2.367, 1.656, 1.930], [1.331, -3.318, 7.788], [1.150, -0.831, 8.037], [2.252, 0.662, 6.349], [3.635, -2.745, 4.152], [2.698, -4.280, 5.929], [0.997, 2.641, 4.843], [-0.743, 3.617, 3.213], [-0.274, 3.372, 0.729], [1.908, 2.372, 0.036]]}


5.
{"formula": "C40H36CoO2P2S", "method": "wB97M-V/def2-TZVPD", "total_charge": 2, "s_squared": 3.772, "homo_energy_ev": [-12.7, -12.7], "largest_force_ha_per_bohr": 0.0700, "total_energy_ev": -113179.1464, "multiplicity": 4, "orbital_gap_ev": [6.67, 5.16], "elements": ["Co", "O", "S", "C", "C", "C", "C", "C", "C", "P", "C", "C", "C", "C", "C", "C", "C", "C", "C", "C", "C", "C", "C", "C", "C", "C", "C", "C", "P", "C", "C", "C", "C", "C", "C", "C", "C", "C", "C", "C", "C", "H", "H", "H", "H", "H", "H", "H", "H", "H", "H", "H", "H", "H", "H", "H", "H", "H", "H", "H", "H", "H", "H", "H", "H", "H", "H", "H", "H", "C", "C", "C", "O", "C", "H", "H", "H", "H", "H", "H", "H", "H"], "xyz": [[0.622, -0.172, -0.760], [-0.646, -1.325, 2.112], [0.229, -0.422, 1.339], [-0.380, 1.227, 1.777], [-0.913, 1.455, 3.058], [-1.548, 2.626, 3.394], [-1.804, 3.576, 2.441], [-1.349, 3.350, 1.120], [-0.650, 2.169, 0.810], [0.006, 1.816, -0.890], [-1.541, 1.822, -1.782], [-1.917, 3.029, -2.444], [-3.151, 2.994, -3.099], [-3.989, 1.919, -3.104], [-3.581, 0.721, -2.476], [-2.348, 0.662, -1.792], [1.182, 3.150, -1.205], [1.608, 3.419, -2.530], [2.317, 4.606, -2.740], [2.697, 5.389, -1.683], [2.567, 4.923, -0.365], [1.899, 3.721, -0.142], [1.855, -0.428, 2.018], [2.029, -0.943, 3.281], [3.262, -1.029, 3.850], [4.365, -0.733, 3.091], [4.257, -0.306, 1.750], [2.987, -0.428, 1.140], [2.706, -0.653, -0.676], [4.317, -0.893, -1.434], [4.658, -0.139, -2.554], [5.986, -0.037, -2.985], [7.012, -0.776, -2.373], [6.621, -1.566, -1.280], [5.295, -1.706, -0.848], [1.660, -2.098, -0.710], [1.915, -3.161, 0.125], [1.107, -4.288, 0.117], [0.072, -4.394, -0.871], [-0.378, -3.229, -1.509], [0.444, -2.095, -1.474], [-0.730, 0.709, 3.808], [-1.840, 2.772, 4.407], [-2.363, 4.465, 2.612], [-1.642, 3.943, 0.302], [-1.309, 3.893, -2.424], [-3.432, 3.840, -3.714], [-4.945, 1.905, -3.569], [-4.192, -0.183, -2.514], [-2.034, -0.243, -1.248], [1.377, 2.784, -3.369], [2.636, 4.859, -3.782], [3.135, 6.343, -1.921], [2.991, 5.419, 0.476], [1.955, 3.317, 0.850], [1.094, -1.241, 3.755], [3.330, -1.413, 4.891], [5.303, -0.678, 3.661], [5.157, -0.073, 1.223], [3.847, 0.299, -3.133], [6.275, 0.698, -3.723], [8.023, -0.712, -2.737], [7.392, -2.122, -0.776], [5.065, -2.438, -0.060], [2.796, -3.135, 0.784], [1.173, -5.089, 0.825], [-0.434, -5.380, -1.029], [-1.323, -3.245, -1.990], [0.289, -1.221, -2.208], [-7.582, -3.550, 1.934], [-6.195, -4.075, 1.666], [-5.472, -2.764, 1.086], [-6.245, -1.581, 1.285], [-7.560, -2.032, 1.745], [-7.918, -3.853, 2.933], [-8.377, -4.020, 1.330], [-6.144, -4.866, 0.897], [-5.741, -4.363, 2.658], [-5.307, -2.858, 0.008], [-4.534, -2.666, 1.642], [-8.291, -1.681, 1.025], [-7.710, -1.517, 2.693]]}